1.
Molecular formula: C3H4HoO4
Method: DFT, the ωB97M-V functional and the def2-TZVPD basis

Geometry as XYZ:
```
12
Properties=species:S:1:pos:R:3:forces:R:3:lowdin_charge:R:1
C -0.481 1.657 -0.827 0.466 0.586 -1.701 -0.1941
C 0.149 0.382 -0.333 0.565 -0.027 0.249 -0.1418
O -0.806 -0.326 0.433 -0.317 0.205 0.041 0.0039
C -0.434 -1.509 0.966 0.040 -0.775 0.087 -0.8239
O -1.325 -2.136 1.588 -0.006 -0.533 0.466 -0.1606
O 0.732 -1.933 0.801 0.460 -0.353 0.163 -0.1279
O 0.140 2.467 -1.504 -1.152 -1.161 1.232 -0.0769
Ho 0.151 -4.222 2.306 -0.407 1.646 -0.820 0.9945
H -1.579 1.751 -0.698 0.236 0.102 0.305 0.1357
H 1.040 0.625 0.265 -0.180 -0.104 -0.193 0.1449
H 0.479 -0.215 -1.199 -0.068 0.229 0.207 0.1482
H 1.933 3.460 -1.799 0.364 0.184 -0.035 0.0980
```
Positions in Å, forces in eV/Å.

Results
- highest occupied orbital energy (alpha / beta) (eV) = -6.1950 / -8.7768
- gap between HOMO and LUMO (alpha / beta) (eV) = 6.15 / 8.09
- ΔE to the lowest compared entry with this formula, charge and spin (kJ/mol) = 19.3
- calculated total energy (a.u.) = -1365.55562
- multiplicity = 6
- ⟨S²⟩ = 8.753

***

2.
Molecular formula: C5H9N3
Method: DFT, the ωB97M-V functional and the def2-TZVPD basis

Geometry as XYZ:
```
17
Properties=species:S:1:pos:R:3:forces:R:3:lowdin_charge:R:1
C 1.177 1.834 0.002 0.106 0.111 0.043 -0.2130
C 1.079 -0.380 0.002 -3.917 1.558 -0.071 -0.2331
C -0.273 0.261 -0.015 4.410 -2.015 0.051 -0.3057
C 1.491 -1.799 0.064 0.178 0.083 0.110 -0.0522
C -2.661 0.437 0.058 -0.148 0.032 0.012 -0.1245
N -0.115 1.594 -0.007 -0.345 0.250 -0.046 0.0928
N 1.913 0.700 0.006 0.037 0.086 -0.079 0.0650
N -1.482 -0.401 0.036 -0.321 -0.293 -0.119 -0.0516
H 1.601 2.818 -0.003 0.219 0.121 0.011 0.1064
H 0.623 -2.436 -0.102 0.072 -0.036 -0.028 0.0705
H 2.249 -2.028 -0.687 -0.035 -0.152 -0.056 0.0728
H 1.905 -2.051 1.045 -0.009 -0.084 -0.014 0.0765
H -2.486 1.220 0.793 -0.183 0.034 -0.043 0.0733
H -2.880 0.912 -0.906 0.021 0.041 0.082 0.0778
H -3.518 -0.163 0.364 -0.020 0.046 -0.012 0.0732
H 2.917 0.650 -0.026 -0.075 0.087 0.025 0.1533
H -1.540 -1.166 -0.624 0.009 0.132 0.134 0.1186
```
Positions in Å, forces in eV/Å.

Results
- highest occupied orbital energy (eV) = -6.9819
- gap between HOMO and LUMO (eV) = 7.92
- ΔE to the lowest compared entry with this formula, charge and spin (kJ/mol) = 47.9
- calculated total energy (a.u.) = -360.17903
- SMILES = CNc1nc[nH]c1C

***

3.
Molecular formula: C4H5NO2
Method: DFT, the ωB97M-V functional and the def2-TZVPD basis

Geometry as XYZ:
```
12
Properties=species:S:1:pos:R:3:forces:R:3:lowdin_charge:R:1
O -0.315 -1.535 1.226 0.227 0.274 -0.796 0.0594
C -0.018 -1.330 0.076 1.561 0.206 0.273 -0.2318
C -1.454 0.263 -0.668 -1.389 1.282 -0.570 -0.3936
O -1.964 -0.504 -1.396 0.145 0.451 0.435 0.1677
N -1.045 1.176 0.028 -0.618 -0.180 0.023 0.1178
C 0.930 0.037 -0.261 -0.485 -1.242 0.256 -0.0954
C 0.283 1.087 0.632 0.057 -0.272 0.016 -0.2019
H -0.266 -2.097 -0.687 0.390 0.472 -0.064 0.1287
H 1.027 0.501 -1.270 -0.470 -1.100 0.371 0.1242
H 1.885 -0.396 -0.004 0.639 0.380 0.395 0.0964
H 0.218 0.703 1.652 -0.191 0.176 -0.054 0.1100
H 0.717 2.094 0.672 0.134 -0.446 -0.284 0.1185
```
Positions in Å, forces in eV/Å.

Results
- highest occupied orbital energy (eV) = -10.1762
- gap between HOMO and LUMO (eV) = 10.60
- ΔE to the lowest compared entry with this formula, charge and spin (kJ/mol) = 187.8
- calculated total energy (a.u.) = -360.59788
- SMILES = O=C=NCCC=O

***

4.
Molecular formula: C6H4I2N2O
Method: DFT, the ωB97M-V functional and the def2-TZVPD basis

Geometry as XYZ:
```
15
Properties=species:S:1:pos:R:3:forces:R:3:lowdin_charge:R:1
C -1.625 0.680 1.251 1.036 -1.783 0.016 -0.3755
C -2.269 0.367 -1.300 1.864 -0.390 0.693 -0.6773
C -1.290 -0.618 0.885 -0.769 1.022 -3.340 -0.0120
C 0.052 -0.836 0.203 -0.203 0.496 1.297 -0.2290
C 0.632 0.105 -0.831 -4.203 -0.512 1.349 -0.2918
C -0.115 1.305 -1.352 0.790 -1.144 -2.312 -0.6475
N -1.803 1.766 1.515 -0.662 3.284 0.954 0.1470
N -1.427 1.072 -1.833 -1.120 -0.337 1.389 -0.0371
O 0.128 -1.156 -1.156 0.398 -0.865 -1.022 0.0103
I -4.153 -0.167 -1.793 -0.370 -0.110 0.018 0.9576
I 0.971 2.137 -3.091 0.135 -0.257 -0.060 0.7816
H -2.125 -1.272 1.050 0.492 -1.101 0.036 0.0952
H 0.793 -1.354 0.839 -0.314 0.102 -0.476 0.1497
H 1.622 0.272 -0.784 3.502 0.135 -0.119 0.0889
H 0.050 2.143 -0.769 -0.576 1.460 1.578 0.0400
```
Positions in Å, forces in eV/Å.

Results
- highest occupied orbital energy (alpha / beta) (eV) = -8.1752 / -8.1757
- gap between HOMO and LUMO (alpha / beta) (eV) = 6.28 / 6.29
- ΔE to the lowest compared entry with this formula, charge and spin (kJ/mol) = 309.7
- calculated total energy (a.u.) = -1010.96487

***

5.
Molecular formula: C12H9CuN3O4
Method: DFT, the ωB97M-V functional and the def2-TZVPD basis

Geometry as XYZ:
```
29
Properties=species:S:1:pos:R:3:forces:R:3:lowdin_charge:R:1
Cu -0.785 -0.785 0.108 0.326 0.323 0.383 0.3953
N 1.411 1.411 0.026 0.321 0.334 -0.208 0.1154
C 1.866 0.116 0.173 -0.197 -0.790 0.450 -0.2937
C 3.094 -0.239 -0.395 0.274 -0.082 -0.045 -0.0333
C 3.561 -1.527 -0.241 -0.401 0.074 0.190 -0.0829
C 2.788 -2.431 0.495 0.358 0.028 0.008 -0.0758
C 1.603 -2.003 1.035 -0.026 0.011 -0.099 -0.1292
N 1.109 -0.761 0.869 1.025 0.275 -0.185 0.0566
C 0.115 1.866 0.174 -0.779 -0.195 0.431 -0.2931
C -0.239 3.094 -0.396 -0.086 0.258 -0.023 -0.0332
C -1.526 3.561 -0.241 0.059 -0.415 0.195 -0.0828
C -2.431 2.788 0.495 0.072 0.355 0.005 -0.0752
C -2.002 1.603 1.035 -0.037 -0.019 -0.101 -0.1296
N -0.762 1.109 0.869 0.310 1.021 -0.182 0.0565
H 1.990 1.990 -0.569 -0.180 -0.179 0.147 0.1355
H 3.675 0.504 -0.930 -0.029 0.007 -0.083 0.1006
H 4.500 -1.842 -0.672 0.060 0.080 -0.061 0.0968
H 3.129 -3.440 0.657 -0.035 -0.109 0.014 0.0971
H 0.978 -2.667 1.615 -0.034 -0.052 -0.081 0.1155
H 0.504 3.675 -0.929 0.015 -0.023 -0.091 0.1005
H -1.842 4.500 -0.672 0.077 0.071 -0.066 0.0967
H -3.440 3.129 0.657 -0.130 -0.029 0.018 0.0967
H -2.667 0.977 1.614 -0.047 -0.030 -0.082 0.1156
O -4.179 -2.186 -1.078 0.120 -0.216 -0.012 0.0195
C -3.018 -1.916 -0.804 -0.663 0.569 -0.098 -0.5791
O -2.598 -0.730 -0.506 -0.742 0.015 -0.156 -0.1155
C -1.916 -3.018 -0.804 0.582 -0.667 -0.106 -0.5788
O -2.186 -4.179 -1.078 -0.218 0.126 -0.008 0.0194
O -0.730 -2.598 -0.506 0.006 -0.740 -0.154 -0.1157
```
Positions in Å, forces in eV/Å.

Results
- highest occupied orbital energy (eV) = -2.8902
- gap between HOMO and LUMO (eV) = 5.58
- calculated total energy (a.u.) = -2568.50076
- total charge = -1

***

6.
Molecular formula: C19H16IrN7O3S2
Method: DFT, the ωB97M-V functional and the def2-TZVPD basis

Geometry as XYZ:
```
48
Properties=species:S:1:pos:R:3:forces:R:3:lowdin_charge:R:1
Ir 0.413 0.675 0.692 -1.315 1.163 -1.080 1.2867
O 0.787 -1.199 0.540 0.072 -0.805 -0.311 -0.2590
N 0.702 -1.992 1.668 0.050 -0.031 -0.245 -0.1478
C 0.880 -3.314 1.446 -0.032 0.076 0.032 0.0159
C 0.839 -4.171 2.505 0.016 -0.060 -0.028 -0.0075
C 0.632 -3.656 3.793 -0.002 0.058 0.028 -0.0079
C 0.471 -2.303 3.977 0.029 -0.211 -0.018 -0.0393
C 0.510 -1.451 2.870 -0.132 0.529 -0.064 -0.5637
S 0.321 0.268 2.938 0.565 -0.296 1.043 0.7538
H 1.057 -3.588 0.417 -0.050 -0.014 0.002 0.1526
H 0.969 -5.229 2.329 0.019 0.009 0.038 0.1295
H 0.606 -4.320 4.646 -0.013 -0.015 -0.015 0.1316
H 0.318 -1.876 4.958 -0.004 0.016 -0.009 0.1266
S -5.440 0.044 -3.950 -0.110 -0.017 -0.104 1.1121
N -5.363 -0.036 -2.345 0.164 0.042 -0.159 -0.1885
C -4.093 0.186 -2.030 -0.099 -0.003 0.470 -0.3037
C -3.567 0.245 -0.677 -0.138 0.016 -0.211 -0.0581
C -4.382 0.117 0.446 -0.093 -0.023 0.003 0.0593
C -3.807 0.269 1.681 -0.031 0.023 0.064 0.0073
C -2.443 0.496 1.783 0.151 0.162 -0.127 -0.1089
N -1.622 0.571 0.721 -0.632 -0.687 -0.038 -0.0640
C -2.204 0.472 -0.516 0.246 0.033 0.005 -0.1084
C -1.341 0.667 -1.668 0.125 -0.009 0.340 -0.1273
N -0.030 0.887 -1.395 0.243 0.073 -0.743 -0.0171
C 0.780 1.119 -2.436 -0.151 -0.047 0.247 -0.0604
C 0.336 1.155 -3.753 0.055 -0.008 -0.072 0.0105
C -0.986 0.920 -4.031 0.035 0.008 -0.045 0.0566
C -1.846 0.667 -2.964 -0.330 -0.073 -0.051 -0.0591
C -3.265 0.408 -3.137 0.417 0.077 -0.240 -0.3026
N -3.901 0.358 -4.300 -0.121 -0.053 0.197 -0.1864
H -5.441 -0.072 0.321 0.018 0.009 0.000 0.1409
H -4.391 0.215 2.589 0.008 0.019 -0.003 0.1320
H -2.006 0.627 2.754 0.109 -0.043 0.055 0.0480
H 1.815 1.280 -2.205 0.021 0.016 0.068 0.0755
H 1.048 1.363 -4.539 -0.009 -0.019 0.013 0.1287
H -1.375 0.926 -5.041 0.009 0.008 0.009 0.1398
C 4.467 1.574 -1.984 0.018 -0.030 0.221 0.0124
O 4.619 1.664 -0.548 0.050 0.013 -0.152 0.0319
C 3.556 1.529 0.201 -0.234 -0.135 -0.283 -0.5230
O 2.406 1.324 -0.257 0.592 -0.307 0.763 -0.0958
N 3.817 1.651 1.502 -0.183 0.024 -0.106 0.0442
N 2.707 1.596 2.321 0.411 0.394 0.741 -0.0471
H 5.472 1.680 -2.375 -0.002 0.008 -0.037 0.1100
H 3.833 2.386 -2.333 0.009 0.013 -0.043 0.1028
H 4.056 0.602 -2.247 0.002 -0.009 -0.044 0.1028
H 4.758 1.796 1.840 0.017 0.122 -0.072 0.1814
H 2.471 2.508 2.702 0.211 0.068 0.009 0.1097
H 2.858 0.962 3.094 0.020 -0.086 -0.046 0.0732
```
Positions in Å, forces in eV/Å.

Results
- highest occupied orbital energy (alpha / beta) (eV) = -14.0415 / -14.0414
- gap between HOMO and LUMO (alpha / beta) (eV) = 6.70 / 6.70
- calculated total energy (a.u.) = -2242.82422
- total charge = +2

***

7.
Molecular formula: C5H9N2O
Method: DFT, the ωB97M-V functional and the def2-TZVPD basis

Geometry as XYZ:
```
17
Properties=species:S:1:pos:R:3:forces:R:3:lowdin_charge:R:1
C 0.489 -0.677 0.443 -1.537 -1.148 -0.405 -0.3110
C -0.800 1.102 0.433 0.168 0.048 -1.029 -0.1683
C -1.033 -0.401 0.575 -0.352 1.656 -0.009 -0.2047
C 1.051 0.723 0.620 -3.800 -1.852 -0.677 -0.0949
C -2.022 -1.034 -0.461 2.047 0.941 0.091 0.0055
N 0.790 -1.841 0.071 1.928 -0.356 -0.310 0.1870
N 1.891 1.191 -0.437 1.041 3.581 1.457 0.2320
O -1.423 2.045 0.088 1.390 -0.976 0.664 0.1903
H -1.439 -0.575 1.566 0.229 -0.257 0.441 0.1605
H 1.164 0.992 1.614 1.359 0.735 1.661 0.1250
H -1.425 -1.890 -0.734 -0.614 -0.895 -0.274 0.0686
H -2.152 -0.418 -1.341 0.222 0.290 -0.183 0.0853
H -2.994 -1.195 -0.075 -0.658 -0.592 0.598 0.0773
H 1.779 -2.161 -0.123 -1.190 0.997 0.446 0.1062
H 1.969 2.245 -0.315 0.342 -1.354 -0.327 0.2258
H 1.368 1.081 -1.236 -1.641 -0.236 -2.831 0.1373
H 2.788 0.814 -0.687 1.065 -0.581 0.686 0.1782
```
Positions in Å, forces in eV/Å.

Results
- highest occupied orbital energy (eV) = -13.7809
- gap between HOMO and LUMO (eV) = 9.62
- ΔE to the lowest compared entry with this formula, charge and spin (kJ/mol) = 380.1
- calculated total energy (a.u.) = -380.30702
- SMILES = [H]/N=C1/[C@H](C)C(=O)[C@@H]1[NH3+]
- total charge = +1

***

Max |F| readings, ordered: 2.048, 4.849, 1.974, 4.444, 1.083, 2.061, 4.281 eV/Å